# 1
Below is a structure of composition C34H33ClI3N6O11RbS, with properties calculated with wB97M-V/def2-TZVPD.

Structure (XYZ):
```
90
Properties=species:S:1:pos:R:3
I 5.219 2.009 2.730
I -4.698 3.594 -1.840
I 8.048 -1.200 -1.475
Rb 0.256 1.171 -0.040
Cl -1.563 7.517 -4.540
S -2.091 -5.068 3.997
O -5.096 0.436 3.443
O -0.100 -2.211 2.744
O 0.821 -1.274 0.928
O -3.007 -6.045 3.438
O -1.689 2.624 -1.280
O -1.815 -5.132 5.414
O 0.351 1.080 2.667
O 0.116 3.519 1.254
O 3.001 1.860 0.502
O 0.658 4.550 3.160
O -5.156 -1.707 3.703
N -4.747 -0.693 3.142
N 2.463 -0.811 -2.465
N 0.690 3.645 -1.951
N -0.438 -0.050 -2.855
N -3.284 -2.043 1.667
N -2.364 -0.409 0.471
C -1.704 3.671 -1.958
C -2.419 -1.717 0.674
C 0.920 5.944 -3.504
C -2.783 5.531 -3.172
C -2.706 -3.439 3.642
C 0.159 -1.051 -3.504
C 6.344 -0.191 -0.805
C 0.539 -1.307 2.139
C 5.214 1.094 0.851
C -3.380 -3.364 2.278
C 0.107 -6.504 3.324
C 5.206 -0.126 -1.599
C 0.537 3.450 2.374
C -1.642 -2.710 -0.109
C -2.560 -1.064 -3.276
C 4.008 1.218 0.084
C 1.068 2.220 3.070
C -0.360 5.456 -3.166
C -0.420 4.281 -2.380
C 1.865 4.134 -2.263
C -3.770 -0.830 2.132
C -3.197 0.155 1.373
C 4.071 0.545 -1.192
C 2.883 0.550 -2.126
C -2.849 4.375 -2.390
C 1.043 -0.128 3.010
C 6.346 0.425 0.437
C 2.031 5.288 -3.050
C 1.665 -0.980 -3.662
C -0.562 -5.161 3.107
C -1.763 -0.059 -2.736
C -1.585 6.063 -3.555
C -0.561 -2.110 -4.048
C -1.944 -2.111 -3.937
H -4.426 -3.647 2.349
H -3.390 -3.197 4.453
H -2.897 -4.046 1.583
H 3.158 1.044 -3.065
H 2.112 0.014 2.821
H -3.700 6.017 -3.479
H 1.002 6.833 -4.116
H -0.528 -7.327 2.995
H 2.121 2.149 2.760
H -0.809 -3.083 0.487
H 2.086 1.162 -1.700
H 7.219 0.385 1.075
H -3.365 1.219 1.425
H -2.188 0.770 -2.180
H -0.802 -4.982 2.058
H 2.731 3.607 -1.871
H -2.527 -2.923 -4.356
H 1.984 -1.884 -4.196
H 3.029 5.638 -3.285
H -1.831 -2.781 3.670
H -2.277 -3.526 -0.462
H 1.014 2.367 4.154
H 2.059 -1.270 -1.655
H 0.867 -0.353 4.066
H 1.878 -0.137 -4.326
H -0.039 -2.916 -4.548
H 0.353 -6.651 4.376
H 0.037 -4.308 3.425
H 0.400 5.295 2.595
H 5.182 -0.631 -2.559
H 1.033 -6.530 2.750
H -1.224 -2.194 -0.970
H -3.634 -1.020 -3.150
```

The calculation puts the HOMO energy at -2.52 eV. As for the relative energy (zero: lowest compared OMol25 entry of this formula, charge and spin): 0.4514 eV. The largest force on an atom is 0.94 eV/Å. Its LUMO energy is 3.371 eV. The total charge is -2. The multiplicity is 1. As for the calculated total energy: -115574.414 eV.


# 2
Below is the molecule C4H9NO2, with properties calculated with wB97M-V/def2-TZVPD.

Structure (XYZ):
```
16
Properties=species:S:1:pos:R:3
O -2.153 -0.807 0.405
O 0.654 -1.111 1.052
N -1.937 1.348 1.062
C 0.613 -0.761 -0.320
C -0.345 0.429 -0.559
C 2.034 -0.425 -0.736
C -1.562 0.263 0.332
H -2.661 1.207 1.750
H -0.677 0.439 -1.605
H 2.089 -0.176 -1.800
H -1.354 2.169 1.143
H 0.163 1.384 -0.369
H 2.691 -1.278 -0.547
H 2.409 0.429 -0.160
H 0.250 -1.620 -0.907
H -0.214 -1.489 1.257
```

The calculation puts the HOMO energy at -10.08 eV. As for the relative energy (zero: lowest compared OMol25 entry of this formula, charge and spin): 0.3633 eV. The largest force on an atom is 0.42 eV/Å. Its LUMO energy is 0.871 eV. The multiplicity is 1. Its structure (SMILES) is C[C@@H](O)CC(N)=O. As for the calculated total energy: -9879.697 eV.


# 3
Below is a structure of composition C31H35O4P2PdSSe2, with properties calculated with wB97M-V/def2-TZVPD.

Structure (XYZ):
```
76
Properties=species:S:1:pos:R:3
Pd 0.266 0.558 0.007
Se -1.426 -0.872 1.589
Se 0.910 1.586 2.478
S 1.838 2.184 -0.462
P -0.523 -1.729 -2.546
P 1.955 -2.504 -1.009
O 1.748 -1.179 -0.325
O -1.720 2.143 1.885
O -0.911 -0.894 -1.360
O -1.342 1.891 -0.308
C 1.931 -5.152 -0.075
C 4.036 -1.209 -2.218
C 2.635 0.750 2.795
C 2.824 -3.459 1.393
C 2.192 -6.121 0.883
C 3.355 -2.417 -2.114
C -3.132 -1.759 -3.292
C 1.903 0.282 -5.849
C 3.080 -4.430 2.349
C -0.086 0.454 3.697
C -4.260 -3.582 -4.384
C -2.017 2.324 0.705
C 0.569 -3.074 -2.027
C -1.942 -3.802 -3.796
C -3.094 -4.336 -4.356
C 2.762 -5.759 2.096
C 5.535 -2.202 -3.814
C 3.770 -3.522 -2.860
C 1.087 -0.802 -6.152
C -4.280 -2.299 -3.853
C -1.956 -2.512 -3.267
C -1.244 -2.743 1.169
C 5.127 -1.103 -3.073
C -3.241 3.137 0.359
C 1.957 0.775 -4.553
C -0.335 -0.944 3.185
C 0.319 -1.391 -5.160
C 2.245 -3.816 0.175
C 1.204 0.179 -3.550
C 4.858 -3.413 -3.708
C 0.380 -0.907 -3.849
H -0.330 -2.218 -5.416
H 0.590 -1.454 2.918
H -0.855 -1.544 3.932
H 1.257 0.567 -2.533
H 2.943 0.966 3.817
H 3.704 -0.358 -1.636
H -4.123 2.556 0.634
H 2.584 1.625 -4.320
H -3.286 3.381 -0.699
H 5.185 -4.269 -4.283
H -1.003 1.004 3.876
H 1.037 -1.179 -7.165
H -1.038 -4.400 -3.775
H -3.147 -0.766 -2.859
H -0.219 -2.982 0.897
H 3.349 1.183 2.098
H 1.948 -7.157 0.685
H -5.194 -1.720 -3.870
H 1.479 -5.450 -1.014
H -1.544 -3.318 2.043
H -3.250 4.045 0.960
H 2.959 -6.515 2.846
H 0.970 -3.571 -2.913
H -5.160 -4.001 -4.817
H -0.029 -3.786 -1.456
H 2.576 -0.323 2.631
H 6.387 -2.119 -4.476
H -3.084 -5.338 -4.765
H 0.512 0.433 4.609
H 3.069 -2.421 1.584
H 3.532 -4.153 3.293
H -1.922 -2.949 0.344
H 3.255 -4.474 -2.776
H 5.657 -0.164 -3.158
H 2.489 0.749 -6.630
```

The calculation puts the HOMO energy (alpha / beta) at -10.38 / -11.14 eV. As for the relative energy (zero: lowest compared OMol25 entry of this formula, charge and spin): 0.3605 eV. The largest force on an atom is 0.71 eV/Å. Its LUMO energy (alpha / beta) is -2.097 / -4.922 eV. The total charge is +1. The multiplicity is 5. The expectation value of S² is 6.02. As for the calculated total energy: -204485.833 eV.


# 4
Below is a structure of composition C5H35NO14 in a non-equilibrium geometry, with properties calculated with wB97M-V/def2-TZVPD.

Structure (XYZ):
```
55
Properties=species:S:1:pos:R:3
O 1.043 0.080 -4.552
O -2.258 0.037 -3.909
O 1.319 1.104 3.494
O -0.302 -3.032 0.102
O 2.209 -3.095 1.271
O -2.876 -1.747 -1.821
O -3.291 -1.180 0.945
O 3.037 2.035 1.671
O -0.271 -1.001 4.148
O -1.213 -1.685 2.435
O 5.142 1.152 0.261
O -3.872 1.327 0.145
O 4.055 -1.290 0.292
O -3.797 1.925 -2.529
N 0.424 1.620 2.000
C -0.020 0.379 -1.545
C 0.578 0.627 -0.168
C 0.398 0.916 -3.987
C 0.739 1.291 -2.543
C 0.030 1.513 0.667
H 3.207 -1.772 0.420
H 1.805 1.099 -2.476
H 1.497 0.092 0.041
H -4.787 1.201 0.353
H -3.484 -2.449 -2.032
H 1.592 1.664 4.240
H -3.386 0.494 0.336
H -0.459 -2.562 -0.732
H -3.713 2.882 -2.436
H -3.561 1.517 -1.663
H -1.070 0.628 -1.579
H 1.993 1.365 2.821
H 0.499 -0.457 4.368
H 5.863 1.019 0.864
H 0.230 2.422 2.538
H 4.553 -1.802 -0.367
H 2.370 -3.940 0.810
H -3.216 -1.393 -0.011
H -1.698 -1.851 3.235
H -2.822 -0.198 -4.626
H 3.937 1.685 1.450
H 1.293 -2.827 1.023
H 2.644 2.035 0.787
H 4.610 0.325 0.265
H 0.037 -1.584 3.449
H -2.915 -1.090 -2.549
H -0.921 -0.782 2.464
H -0.787 -2.542 0.792
H -0.792 2.162 0.403
H 0.528 2.342 -2.353
H 1.289 1.164 2.225
H -0.319 1.496 -4.585
H -2.769 0.735 -3.416
H 0.154 -0.646 -1.859
H -2.476 -1.407 1.423
```

The calculation puts the HOMO energy at -7.55 eV. As for the relative energy (zero: lowest compared OMol25 entry of this formula, charge and spin): 8.5306 eV. The largest force on an atom is 12.61 eV/Å. Its LUMO energy is 0.387 eV. The multiplicity is 1. As for the calculated total energy: -35902.535 eV.


# 5
Below is a structure of composition C14H10FN3O2S2 in a non-equilibrium geometry, with properties calculated with wB97M-V/def2-TZVPD.

Structure (XYZ):
```
32
Properties=species:S:1:pos:R:3
S 2.536 -0.130 0.943
S -0.131 1.592 3.535
F -2.507 3.024 -2.335
O 2.757 -1.596 -0.999
O -0.149 -3.063 -2.459
N 0.040 -0.091 1.450
N 2.015 0.797 2.194
N 0.589 -1.450 -0.402
C 1.167 -2.775 -2.297
C -0.245 -3.865 -3.525
C -1.845 3.506 -0.124
C 0.896 -0.612 0.626
C -1.857 1.329 2.964
C -1.695 3.081 1.183
C 0.983 -4.109 -4.067
C 1.906 -3.401 -3.272
C -2.578 0.928 0.602
C 1.599 -1.910 -1.210
C 0.721 0.705 2.312
C -2.364 2.623 -1.053
C -2.056 1.792 1.557
C -2.737 1.337 -0.709
H -1.227 -4.195 -3.802
H -1.563 4.502 -0.427
H 1.199 -4.714 -4.923
H -1.278 3.750 1.921
H -2.857 -0.075 0.887
H -0.377 -1.690 -0.571
H -2.086 0.271 3.072
H 2.969 -3.348 -3.385
H -2.454 1.911 3.667
H -3.140 0.677 -1.461
```

The calculation puts the HOMO energy at -8.25 eV. As for the relative energy (zero: lowest compared OMol25 entry of this formula, charge and spin): 0.0000 eV. The largest force on an atom is 1.39 eV/Å. Its LUMO energy is -0.067 eV. The multiplicity is 1. As for the calculated total energy: -47633.690 eV.


# 6
Below is a cluster of 5 separate species, C31H71BN6O7S in total in a non-equilibrium geometry, with properties calculated with wB97M-V/def2-TZVPD.

Structure (XYZ):
```
117
Properties=species:S:1:pos:R:3
S -1.201 2.505 0.466
O 6.803 4.640 -2.591
O -3.544 -3.103 0.536
O 3.660 -3.085 -2.692
O 8.222 2.266 -2.163
O -2.618 4.623 4.802
O 0.833 4.106 -0.622
O -8.009 -4.338 -0.031
N -4.105 -0.453 1.504
N 4.987 -5.107 -1.142
N -0.840 5.175 0.316
N 0.054 6.132 -0.118
N -2.494 6.778 2.904
N -10.211 -4.898 -1.790
C -0.371 4.000 0.026
C 1.661 0.608 -1.736
C 3.618 -6.290 -2.770
C 0.822 0.678 -0.407
C -3.722 6.544 3.668
C -9.851 -6.922 -0.487
C 3.608 -5.317 -1.595
C -8.164 -4.805 1.299
C 8.626 0.704 -0.046
C 8.180 1.328 1.291
C -4.207 -4.148 1.225
C -5.067 -1.138 0.634
C 3.038 1.344 -1.617
C -4.400 -2.245 -0.200
C 8.626 3.452 -1.493
C 3.610 -3.331 -4.086
C -0.646 1.165 -0.638
C -2.456 5.002 6.155
C -9.232 -5.946 -1.483
C 5.480 1.375 -2.512
C -3.804 5.098 4.188
C 1.016 5.454 -0.667
C -7.892 -5.355 -1.012
C -6.230 -1.640 1.483
C 6.503 4.231 -0.183
C 7.494 4.510 -1.342
C 4.053 0.782 -2.651
C 7.178 0.831 2.129
C -3.825 7.593 4.771
C 2.900 -3.987 -1.905
C 6.458 0.458 -1.704
B 7.817 1.227 -1.328
H -6.828 -0.799 1.838
H -4.573 6.695 2.997
H -9.837 -4.303 -2.524
H 7.469 0.287 3.047
H -5.898 -2.186 2.366
H 7.981 5.489 -1.133
H -9.221 -4.952 1.531
H -10.306 -6.415 0.364
H -4.639 7.360 5.463
H 8.646 -0.390 0.060
H -2.471 6.139 2.111
H -3.499 -4.970 1.344
H 7.501 4.802 -3.244
H -7.205 -6.141 -0.672
H -1.313 0.308 -0.421
H 5.999 -0.027 -0.823
H 9.101 3.292 -0.504
H 9.684 1.022 -0.179
H -0.815 1.456 -1.689
H -6.883 -2.292 0.900
H -3.378 -0.038 0.926
H -1.714 6.470 3.481
H 6.625 3.248 0.300
H -10.639 -7.502 -0.969
H 5.903 1.444 -3.534
H 5.446 -4.513 -1.829
H 1.923 5.833 -1.143
H -1.940 5.963 6.228
H 1.889 -0.435 -2.031
H 6.617 5.018 0.583
H -4.505 -3.822 2.224
H 1.076 1.040 -2.573
H 3.884 -7.291 -2.427
H 5.502 2.399 -2.103
H -3.758 -1.763 -0.944
H 1.912 -4.152 -2.353
H -1.827 4.253 6.638
H -4.665 4.960 4.856
H -5.472 -0.404 -0.069
H -5.077 -4.515 0.672
H 3.053 -5.796 -0.783
H 6.095 0.993 1.991
H -10.262 -4.282 -0.982
H 4.397 -4.028 -4.382
H 0.787 -0.349 -0.001
H 1.358 1.366 0.265
H 9.406 3.925 -2.130
H 2.633 -3.708 -4.401
H 4.345 -6.013 -3.533
H 4.974 -4.536 -0.301
H 8.718 2.236 1.636
H 4.081 -0.335 -2.619
H 2.634 -6.350 -3.240
H 5.481 4.351 -0.593
H 3.409 1.221 -0.585
H -7.417 -4.875 -1.872
H -9.033 -6.505 -2.402
H 6.784 -0.344 -2.409
H -3.412 5.047 6.685
H 2.729 -3.470 -0.955
H 3.679 1.051 -3.662
H -4.028 8.574 4.339
H -7.784 -4.032 1.968
H 2.860 2.396 -1.907
H 3.800 -2.386 -4.597
H -2.903 7.684 5.346
H -9.105 -7.624 -0.109
H -5.144 -2.828 -0.758
H -3.612 -1.168 2.034
H -7.604 -5.727 1.480
H -3.968 4.442 3.328
```

The calculation puts the HOMO energy at -7.38 eV. The largest force on an atom is 2.22 eV/Å. Its LUMO energy is -0.285 eV. The multiplicity is 1. Its structure (SMILES) is C=CCB(CCCCCCCSc1nnco1)OC[C@H](C)O.COC[C@@H](C)N.COC[C@@H](C)N.COC[C@@H](C)N.COC[C@@H](C)N. As for the calculated total energy: -68076.479 eV.


# 7
Below is a structure of composition C52H48N7P2SSiSnTe, with properties calculated with wB97M-V/def2-TZVPD.

Structure (XYZ):
```
113
Properties=species:S:1:pos:R:3
Te 0.911 4.713 2.706
Sn -0.462 -0.739 -0.033
S -1.879 -1.310 2.206
P 1.363 1.543 2.108
P -0.453 2.931 0.232
Si 0.045 -3.339 0.094
N -3.701 -1.650 0.171
N 2.802 -0.552 -0.426
N 5.298 6.594 1.448
N -4.478 -1.674 2.280
N -2.647 -1.546 -0.673
N -0.631 -1.388 -2.475
N 5.277 -0.672 -0.469
C 0.524 -4.730 2.567
C -1.367 0.457 5.700
C 0.617 0.104 4.393
C -1.714 1.508 4.867
C 0.107 2.113 -3.758
C -0.890 1.864 3.807
C 4.418 2.519 4.763
C 0.370 2.569 -1.395
C -3.396 -1.545 1.452
C 5.973 -0.700 -1.740
C -2.903 -1.793 -1.908
C 2.012 -2.913 2.129
C -0.918 4.671 -0.160
C 3.493 6.367 3.018
C -0.197 -0.253 5.454
C 2.783 5.538 2.155
C 0.939 3.115 1.387
C 6.041 -0.400 0.739
C -0.413 6.894 -0.957
C -0.022 5.593 -0.698
C -0.440 2.392 -2.518
C -2.219 5.083 0.100
C 1.741 2.427 -1.541
C 2.213 -4.153 4.179
C 2.297 2.136 -2.782
C 3.372 5.252 0.930
C 0.416 -4.851 -2.312
C 2.965 1.938 2.919
C 2.409 -4.941 -3.655
C -1.716 7.298 -0.682
C 3.175 2.130 4.281
C 1.041 -4.042 -1.361
C 1.084 -5.293 -3.448
C 4.607 5.799 0.629
C 0.298 1.185 3.568
C 0.266 -1.763 -4.640
C 1.486 1.984 -3.895
C 2.644 -3.131 3.345
C -2.065 -2.119 -4.231
C 4.726 6.859 2.622
C 2.378 -3.706 -1.589
C 3.957 -0.604 -0.444
C 5.281 2.547 2.529
C -1.840 -1.753 -2.904
C 0.396 -1.384 -3.315
C 5.475 2.736 3.891
C -0.992 -2.129 -5.102
C -2.620 6.390 -0.154
C 3.056 -4.149 -2.715
C 4.043 2.143 2.056
C 0.947 -3.713 1.709
C 1.147 -4.951 3.787
H -0.621 -5.138 -2.166
H 2.694 -4.317 5.136
H 5.073 5.579 -0.328
H -2.635 2.055 5.034
H 0.568 -5.917 -4.168
H 2.353 2.001 4.974
H -3.912 -2.070 -2.202
H 2.934 -5.283 -4.539
H 0.995 5.282 -0.907
H -1.172 -4.207 0.100
H 3.888 2.014 0.989
H 2.364 2.550 -0.662
H 2.898 -3.083 -0.872
H -0.315 -5.354 2.280
H 6.779 -1.191 0.892
H -1.190 2.665 3.140
H 1.346 -1.063 -2.903
H 5.292 7.498 3.295
H 1.512 -0.476 4.191
H 0.074 -1.093 6.081
H 6.726 -1.492 -1.735
H 3.463 -2.489 3.651
H -2.022 8.318 -0.882
H -4.359 -1.352 3.224
H 0.794 -5.742 4.438
H 2.875 4.579 0.241
H -1.132 -2.424 -6.134
H -3.636 6.696 0.062
H 5.369 -0.362 1.592
H -2.923 4.370 0.515
H 6.090 2.741 1.834
H 6.436 3.066 4.266
H -0.540 1.984 -4.618
H 2.334 -2.080 1.512
H 3.373 2.030 -2.877
H 4.552 2.677 5.827
H -2.010 0.177 6.526
H 3.109 6.617 4.000
H -1.518 2.481 -2.411
H 1.132 -1.770 -5.287
H 6.554 0.562 0.667
H 1.919 1.759 -4.862
H 0.298 7.600 -1.369
H 4.095 -3.875 -2.862
H 6.469 0.256 -1.936
H 5.260 -0.897 -2.537
H -3.057 -2.404 -4.553
H -5.379 -1.547 1.849
```

The calculation puts the HOMO energy at -3.80 eV. As for the relative energy (zero: lowest compared OMol25 entry of this formula, charge and spin): 0.0000 eV. The largest force on an atom is 0.60 eV/Å. Its LUMO energy is 1.974 eV. The total charge is -1. The multiplicity is 1. As for the calculated total energy: -115549.777 eV.